Density functional theory data (ωB97M-V/def2-TZVPD) for C22H49N2OP3STi as an isolated structure.

Geometry as ORCA input:
```
! wB97M-V def2-TZVPD RIJCOSX def2/J DEFGRID3
* xyz 4 1
H -3.656 1.469 1.848
H -1.281 3.729 2.508
H -2.727 -1.122 -3.142
N -1.102 -4.078 -0.336
H 1.096 2.103 -3.928
C 1.409 4.770 -0.006
H -3.137 -3.906 0.291
H -3.756 0.309 -2.819
P 0.553 3.377 0.852
C 3.011 3.019 -4.405
C 4.665 -0.655 -0.065
P -1.547 0.609 1.234
C 0.888 -2.623 2.370
H -2.781 2.709 0.885
H -1.525 -1.774 1.741
H 0.594 -1.595 2.163
P -1.384 0.788 -2.442
C -0.570 0.219 -4.007
C -0.947 0.875 2.939
H 1.958 -2.708 2.160
H -0.144 0.153 3.163
H -1.017 -0.727 -4.353
O 1.663 1.266 -1.480
H -1.099 3.204 -2.720
C 4.398 3.431 -2.456
H 4.881 4.069 -4.458
N 0.097 -3.548 1.569
H -3.555 1.322 0.065
H 5.474 0.035 -0.335
C 2.457 2.090 -2.291
C 3.550 2.651 -1.681
H -0.570 1.899 3.074
H -3.094 -0.977 2.121
C -0.772 4.326 1.741
H -3.082 -0.658 -1.488
Ti 0.005 1.149 -0.477
C -2.281 -1.055 1.384
H -2.359 2.525 -3.824
C -1.388 -3.899 -1.751
H 4.260 -1.233 -0.906
C -0.233 -3.217 0.276
H 2.794 3.158 -5.460
H -0.456 -3.807 -2.313
H -0.351 5.218 2.230
C 0.350 -4.957 1.922
H 0.496 0.002 -3.842
H -2.028 -4.647 1.483
H 0.913 4.918 -0.974
H 1.406 0.391 -1.916
H 0.712 -2.863 3.422
C -2.882 -0.258 -2.484
H 0.124 -5.096 2.988
H 1.894 3.985 2.850
H -1.933 -4.781 -2.097
H -0.267 -5.628 1.322
H 1.401 2.284 2.896
H 3.669 -1.529 1.673
C -2.266 -4.570 0.426
H 2.468 4.563 -0.206
H 4.717 -0.049 1.949
C 4.169 3.538 -3.834
H -2.010 -3.009 -1.929
C 1.741 3.086 2.235
C -3.026 1.644 0.970
H 1.330 5.704 0.578
C 2.097 2.326 -3.606
H -1.525 4.655 1.013
H -1.803 0.700 3.603
S 0.456 -1.797 -0.524
H -0.637 0.980 -4.791
H 5.211 3.975 -1.988
C -1.943 2.500 -2.804
H 1.408 -5.218 1.771
H -2.698 2.824 -2.069
H 3.647 2.510 -0.613
H 2.709 2.782 1.823
C 4.320 -0.767 1.221
H -2.524 -5.562 0.033
H -2.663 -1.383 0.403
*
```

Results
gap between HOMO and LUMO (spin up / spin down)	4.38 / 4.38	eV
ΔE to the lowest compared entry with this formula, charge and spin	280.6	kJ/mol
calculated total energy	-3322.519534	Eh
strongest force on any atom	0.05762	Eh/bohr

Atomic partial charges in e from the Löwdin method, atoms 1 to 6: 0.091, 0.045, 0.064, -0.172, 0.082, -0.202